Record 1
A molecular structure, C30H31N5O5STi. Source: the Open Molecules 2025 dataset; level of theory: the ωB97M-V functional and the def2-TZVPD basis.

Cartesian coordinates (Å):
Ti: 0.48941 -0.15236 -0.11874
O: 1.69073 -1.55812 0.69569
N: 3.00234 -1.46008 0.47816
C: 3.80762 -1.84650 1.48853
C: 5.16577 -1.83687 1.35610
C: 5.70800 -1.41022 0.13707
C: 4.87498 -1.00902 -0.87103
C: 3.47079 -1.00771 -0.72167
S: 2.38341 -0.49931 -1.92306
H: 3.27249 -2.14687 2.37612
H: 5.78531 -2.14441 2.18488
H: 6.78060 -1.38617 -0.00492
H: 5.26024 -0.66028 -1.81790
C: -0.35409 -4.08346 -0.22220
C: -0.43471 -3.63127 -1.65432
C: -0.17908 -4.53020 -2.68273
C: -0.19238 -4.13227 -4.01088
C: -0.45768 -2.80683 -4.31276
C: -0.72027 -1.88480 -3.30701
C: -0.98752 -0.44853 -3.65676
C: -0.72155 -2.28756 -1.96205
N: -0.95359 -1.34776 -0.94236
C: -2.09560 -1.50784 -0.13190
C: -3.23484 -2.41604 -0.51436
C: -2.13733 -0.73627 0.97283
C: -3.27249 -0.77509 1.95932
N: -1.00464 0.06840 1.19718
C: -1.10679 1.16715 2.07279
C: -0.31686 1.20590 3.23556
C: 0.54428 0.02873 3.59629
C: -0.34311 2.33609 4.04212
C: -1.14047 3.42606 3.72543
C: -1.93429 3.37781 2.59215
C: -1.93662 2.25882 1.76520
C: -2.81494 2.23605 0.54247
H: 0.21363 -5.01302 -0.15167
H: -1.34367 -4.26394 0.20283
H: 0.13177 -3.32454 0.39094
H: 0.05376 -5.55969 -2.43054
H: 0.01476 -4.84466 -4.80002
H: -0.46241 -2.47623 -5.34612
H: -1.19267 -0.33819 -4.72270
H: -0.11592 0.16735 -3.41423
H: -1.84239 -0.07561 -3.08454
H: -3.13089 -2.76868 -1.54089
H: -4.19301 -1.89466 -0.43772
H: -3.30596 -3.30074 0.12782
H: -4.16988 -0.25824 1.59852
H: -2.98351 -0.30041 2.89783
H: -3.56699 -1.80380 2.18287
H: 1.40085 -0.03878 2.92442
H: -0.01208 -0.90508 3.49612
H: 0.90895 0.12322 4.62093
H: 0.27984 2.36222 4.92955
H: -1.13693 4.30813 4.35379
H: -2.55649 4.22743 2.32993
H: -2.89582 3.23508 0.10844
H: -3.82568 1.89873 0.78827
H: -2.42298 1.54331 -0.20129
O: 1.89760 5.66284 0.17648
C: 0.98202 5.50479 -0.75518
O: 0.49756 6.43601 -1.36108
C: 0.52371 4.11452 -1.02943
C: -0.41608 3.79876 -1.98744
N: -0.57695 2.46843 -1.96102
N: 0.19581 1.89121 -1.03765
C: 0.87248 2.87167 -0.45888
C: 1.84011 2.46778 0.61995
O: 2.54507 3.34723 1.14222
O: 1.84857 1.23419 0.86024
H: 2.19375 4.77468 0.58210
H: -0.95504 4.43790 -2.66508
H: -1.19204 1.89159 -2.51095

Cartesian forces (eV/Å) of the 2 atoms listed first:
Ti 0.05 -0.13 -0.08
O 0.04 0.06 0.00

Output
Multiplicity ... 2
Net charge ... -1
HOMO level (spin up / spin down) ... -3.32 / -3.31 eV
LUMO energy (spin up / spin down) ... 2.5393 / 2.5391 eV
E_tot ... -83258.066 eV
HOMO-LUMO gap (spin up / spin down) ... 5.86 / 5.85 eV

Atom charges from the Löwdin analysis, given in e for atoms 1 to 2:
1. Ti 0.87
2. O -0.25

Record 2
A molecular structure, C30H32BaN9S3Si. Source: the Open Molecules 2025 dataset; level of theory: the ωB97M-V functional and the def2-TZVPD basis.

Cartesian coordinates (Å):
Ba: 0.81374 -1.48773 1.53674
C: 1.50595 -2.87121 5.30697
C: 1.55580 -3.54623 4.08027
C: 2.55767 -2.92825 3.27405
C: 3.14009 -1.88933 4.05715
C: 2.48330 -1.85144 5.29335
H: 0.83475 -3.08595 6.12876
H: 0.97469 -4.41478 3.79327
H: 3.10198 -3.46156 2.49430
H: 3.97611 -1.27247 3.74871
H: 2.66886 -1.14955 6.09662
N: 0.69105 2.72674 2.28646
C: 1.48691 2.91804 1.22412
N: 1.63178 4.16916 0.76516
C: 2.37820 4.27324 -0.32469
N: 2.55133 5.51660 -0.84409
N: 2.99096 3.26389 -0.95908
C: 2.81198 2.07933 -0.38360
N: 2.09830 1.83010 0.69556
C: 3.50815 0.92029 -1.04387
C: 4.30914 1.14980 -2.15785
C: 4.96794 0.08408 -2.74434
C: 4.80894 -1.17921 -2.20312
C: 3.98131 -1.31633 -1.10228
N: 3.33969 -0.29885 -0.52801
H: 0.14097 3.53057 2.54265
H: 0.19699 1.81957 2.32076
H: 1.96066 6.24728 -0.48947
H: 2.90581 5.58640 -1.77996
H: 4.39716 2.15778 -2.53281
H: 5.59878 0.23674 -3.61055
H: 5.30975 -2.04322 -2.62061
H: 3.82203 -2.29416 -0.66006
C: -3.32285 -0.59122 3.70840
Si: -1.88774 0.59932 3.47836
C: -0.65410 0.22493 4.83620
C: -2.49697 2.36472 3.77509
N: -1.03988 0.44918 1.99724
C: -1.59873 0.69892 0.75260
C: -2.96327 1.02443 0.54914
C: -3.49329 1.18005 -0.72152
C: -2.69959 1.04403 -1.85968
C: -1.35069 0.77333 -1.69012
C: -0.81038 0.61887 -0.41764
H: -3.65121 -0.60950 4.75310
H: -3.00601 -1.60436 3.43718
H: -4.18604 -0.34149 3.08429
H: -1.14578 0.27450 5.81515
H: 0.17800 0.93892 4.83924
H: -0.21865 -0.77992 4.75015
H: -3.35959 2.39969 4.44992
H: -2.79310 2.84258 2.83394
H: -1.69924 2.97151 4.21996
H: -3.61733 1.11855 1.40950
H: -4.55068 1.39700 -0.82768
H: -3.12905 1.13117 -2.84967
H: -0.70441 0.67942 -2.55727
H: 0.25632 0.43682 -0.32593
S: -4.99316 -1.66273 -2.95128
C: -3.49903 -2.23840 -2.49568
S: -3.20372 -2.90382 -0.92792
C: -1.50402 -3.17191 -1.30015
N: -1.20662 -2.77167 -2.49075
N: -2.31655 -2.26026 -3.16159
C: -2.04767 -1.77806 -4.48108
C: -3.02210 -1.73565 -5.47064
C: -2.69119 -1.27907 -6.74162
C: -1.40283 -0.86777 -7.04157
C: -0.43104 -0.91833 -6.04947
C: -0.74564 -1.36998 -4.77896
S: -0.43105 -3.85922 -0.14696
H: -4.02961 -2.05360 -5.25678
H: -3.46165 -1.24963 -7.50402
H: -1.15515 -0.51701 -8.03612
H: 0.58265 -0.60183 -6.26325
H: 0.00188 -1.42188 -4.00261

Cartesian forces (eV/Å) of the 2 atoms listed first:
Ba -0.07 0.47 0.14
C -0.04 0.12 -0.17

Output
Net charge ... -1
HOMO level ... -4.71 eV
LUMO energy ... 1.7571 eV
E_tot ... -86124.285 eV
HOMO-LUMO gap ... 6.47 eV

Atom charges from the Löwdin analysis, given in e for atoms 1 to 2:
1. Ba 1.58
2. C -0.19

Record 3
A molecular structure, C30H32Br4N5O7PRu. Source: the Open Molecules 2025 dataset; level of theory: the ωB97M-V functional and the def2-TZVPD basis.

Cartesian coordinates (Å):
Ru: -0.02801 1.26816 0.84724
C: 3.69650 -1.46364 -5.25566
O: 2.94411 -1.43961 -4.02398
C: 1.89052 -2.31722 -3.93386
C: 1.45101 -3.05154 -5.05696
C: 0.24810 -3.79902 -5.03049
C: -0.24458 -4.09413 -3.73427
C: 0.37075 -3.61166 -2.59388
C: 1.34796 -2.57673 -2.65212
N: 1.68398 -1.83621 -1.51185
C: 0.82976 -0.96665 -0.94862
N: -0.51159 -1.14395 -1.31589
C: -1.47159 -0.14050 -1.29165
C: -1.44836 1.01540 -0.50276
C: -2.27108 2.08253 -0.83583
C: -3.36037 1.89260 -1.67616
C: -3.49620 0.64639 -2.40541
C: -2.57519 -0.37208 -2.10769
O: -2.49694 -1.46548 -2.90488
C: -3.72337 -2.09904 -3.16365
N: 1.23049 -0.00961 -0.14534
C: 2.59026 0.15217 0.06458
C: 3.32024 -0.84205 0.79348
C: 4.64997 -0.74059 0.95305
C: 5.34404 0.47416 0.62654
C: 4.69643 1.48548 -0.03080
C: 3.29458 1.40504 -0.23369
O: 2.51824 2.41079 -0.71931
C: 2.75926 3.76783 -0.22599
H: 4.58836 -0.92741 -4.99817
H: 3.16333 -0.98534 -6.04859
H: 3.99138 -2.55051 -5.50071
H: 1.96871 -2.92383 -5.96566
H: -0.15318 -4.14297 -6.00506
H: -1.18744 -4.65254 -3.59575
H: 0.22789 -4.00727 -1.56061
H: 2.73097 -1.70550 -1.34329
H: -0.60269 -2.00084 -1.86092
H: -2.24541 2.96729 -0.25549
H: -4.03729 2.67374 -1.98882
H: -4.18133 0.46743 -3.16111
H: -3.61360 -3.02942 -3.71799
H: -4.38834 -1.48306 -3.81836
H: -4.23819 -2.34898 -2.20461
H: 2.77527 -1.69752 1.21064
H: 5.24568 -1.50010 1.47722
H: 6.40051 0.56860 0.88772
H: 5.23792 2.36033 -0.38367
H: 1.84276 4.35484 -0.44625
H: 3.60040 4.23590 -0.68545
H: 2.83812 3.83323 0.85486
Br: -0.78959 4.55070 6.78541
C: -0.09315 4.23974 5.04653
C: 1.34457 4.17382 4.98796
Br: 2.35143 5.40453 6.09580
C: 1.90162 3.32014 3.99845
Br: 3.78900 3.06483 4.06670
C: 1.08702 2.66878 3.01280
O: 1.51736 1.74020 2.20452
C: -0.33274 3.08588 2.93545
O: -1.00030 2.75416 1.88925
C: -0.88050 3.77979 4.02599
Br: -2.64003 4.38099 3.72971
N: -2.15841 -3.25070 2.47114
C: -2.74911 -2.07995 1.70996
P: -2.33429 -0.72000 2.83979
O: -2.53395 -1.23527 4.27070
O: -0.94524 -0.25077 2.47080
C: -3.57330 0.72540 2.74952
N: -3.77696 1.02186 4.18565
H: -2.28727 -3.00532 3.51089
H: -1.11511 -3.43991 2.25644
H: -2.62422 -4.14638 2.26567
H: -3.85266 -2.20340 1.62335
H: -2.21056 -2.02539 0.74330
H: -4.58803 0.39935 2.30140
H: -3.21893 1.67570 2.29543
H: -3.24750 1.91506 4.45305
H: -3.42514 0.16664 4.80149
H: -4.81674 1.15261 4.39880

Cartesian forces (eV/Å) of the 2 atoms listed first:
Ru 0.33 -1.15 0.21
C 0.48 -1.98 1.15

Output
Multiplicity ... 6
Net charge ... +1
HOMO level (spin up / spin down) ... -5.48 / -10.56 eV
LUMO energy (spin up / spin down) ... -3.1091 / -5.1438 eV
E_tot ... -345441.502 eV
HOMO-LUMO gap (spin up / spin down) ... 2.37 / 5.41 eV

Atom charges from the Löwdin analysis, given in e for atoms 1 to 2:
1. Ru 1.52
2. C -0.05

How do the records compare in ΔE to the lowest compared entry with this formula, charge and spin? In the order shown, they have 0.000, 1.484, 1.440 eV.